one) Below is a 10-piece molecular cluster, C6H35N2O9 overall, with properties calculated with ωB97M-V/def2-TZVPD.

2S+1: 1
LUMO in eV: -2.63
HOMO level in Eh: -0.4721
Charge: +1

Positions of all 52 atoms, in Å:
N (1.34, 1.34, -0.17)
C (0.62, 1.38, -1.49)
C (0.44, 2.83, -1.87)
C (-0.80, 0.76, -1.26)
N (-0.67, -0.25, -0.17)
C (-0.49, -1.60, -0.76)
C (-1.70, -2.21, -1.45)
C (-2.67, -2.98, -0.55)
H (2.29, 1.71, -0.24)
H (1.35, 0.37, 0.21)
H (0.90, 1.82, 0.61)
H (1.26, 0.71, -2.07)
H (-0.20, 3.30, -1.13)
H (1.36, 3.41, -1.72)
H (0.12, 2.96, -2.89)
H (-1.28, 0.40, -2.17)
H (-1.46, 1.53, -0.92)
H (-1.57, -0.25, 0.32)
H (0.32, -1.56, -1.50)
H (-0.19, -2.25, 0.07)
H (-1.37, -2.77, -2.33)
H (-2.36, -1.46, -1.91)
H (-2.21, -3.81, -0.01)
H (-3.15, -2.31, 0.17)
H (-3.52, -3.24, -1.18)
H (1.01, -1.74, 3.32)
H (0.01, -2.81, 3.67)
O (0.81, -2.67, 3.16)
H (0.27, -0.36, -3.40)
H (0.71, -0.06, -4.76)
O (-0.12, -0.19, -4.27)
H (-3.10, -1.61, 2.08)
H (-3.47, -0.99, 3.37)
O (-2.69, -1.16, 2.83)
H (-3.69, 2.29, -2.42)
H (-4.16, 1.02, -1.54)
O (-3.43, 1.50, -1.95)
H (1.63, -1.62, 0.72)
H (3.12, -1.20, 1.28)
O (2.35, -0.97, 0.76)
H (2.48, 1.17, 2.19)
H (3.00, 2.50, 2.22)
O (3.16, 1.68, 1.73)
H (0.57, 3.91, 2.46)
H (0.22, 2.32, 2.43)
O (0.82, 3.03, 2.17)
H (-0.95, -0.23, 4.10)
H (-1.00, 0.21, 2.65)
O (-0.43, 0.22, 3.43)
H (3.00, -0.59, -0.97)
H (3.61, -1.72, -1.89)
O (3.18, -0.87, -1.88)

***

two) Below is a 10-piece molecular cluster, C6H35N2O9 overall, with properties calculated with ωB97M-V/def2-TZVPD.

2S+1: 1
LUMO in eV: -2.49
HOMO level in Eh: -0.4002
Charge: +1

Positions of all 52 atoms, in Å:
N (-1.87, -2.99, 1.03)
C (-0.81, -2.29, 0.28)
C (-0.94, -0.73, 0.37)
N (0.05, -0.11, -0.51)
C (1.42, -0.24, -0.01)
C (-0.89, 2.16, -0.32)
C (-0.30, 1.07, -1.32)
C (-1.34, 0.69, -2.40)
H (-1.68, -2.90, 2.07)
H (-2.89, -2.53, 0.95)
H (-1.88, -3.97, 0.68)
H (-0.90, -2.53, -0.81)
H (0.20, -2.55, 0.60)
H (-1.87, -0.35, 0.00)
H (-0.76, -0.47, 1.43)
H (1.54, -1.23, 0.48)
H (2.19, -0.12, -0.78)
H (1.72, 0.55, 0.78)
H (-0.09, 2.69, 0.19)
H (-1.60, 2.72, -0.94)
H (-1.49, 1.63, 0.42)
H (0.62, 1.52, -1.72)
H (-1.31, 1.59, -3.01)
H (-2.36, 0.51, -2.01)
H (-1.12, -0.17, -3.04)
H (0.94, -0.39, 2.72)
H (1.04, 0.19, 4.16)
O (0.72, -0.56, 3.65)
H (3.05, -1.05, -3.84)
H (4.22, -0.53, -2.84)
O (3.81, -0.47, -3.71)
H (-2.87, 0.24, 3.41)
H (-2.58, 1.53, 2.48)
O (-3.09, 0.73, 2.62)
H (2.40, 3.85, -0.46)
H (3.11, 2.65, -1.21)
O (2.65, 2.93, -0.40)
H (2.33, 2.95, 2.47)
H (2.47, 2.25, 1.19)
O (2.20, 2.06, 2.13)
H (-4.72, -1.33, 1.23)
H (-3.53, -0.47, 1.77)
O (-3.75, -1.29, 1.19)
H (-0.86, -1.41, 3.74)
H (-1.86, -2.38, 4.43)
O (-1.73, -1.85, 3.63)
H (0.61, -1.81, -4.31)
H (0.68, -1.38, -2.86)
O (1.25, -1.71, -3.58)
H (3.53, 2.42, -3.68)
H (3.25, 0.96, -3.36)
O (3.09, 1.89, -3.00)

***

Most stable to least stable: two), one)